Record 1
{"formula": "C6H10", "method": "the ωB97M-V functional and the def2-TZVPD basis", "species": ["C", "C", "C", "C", "C", "C", "H", "H", "H", "H", "H", "H", "H", "H", "H", "H"], "coordinates": [[0.076, 1.430, -0.246], [1.271, 0.841, -0.297], [1.371, -0.649, -0.438], [-0.175, -1.263, -0.317], [-0.917, -0.593, 0.846], [-1.169, 0.832, 0.357], [0.004, 2.480, -0.503], [2.158, 1.484, -0.223], [2.333, -0.973, 0.065], [1.564, -0.913, -1.478], [-0.798, -1.019, -1.220], [-0.163, -2.354, -0.302], [-0.241, -0.613, 1.707], [-1.866, -1.045, 1.182], [-1.410, 1.511, 1.188], [-2.038, 0.844, -0.319]], "gap_ev": 9.832, "lumo_ha": 0.0426, "smiles": "C1=CCCCC1", "total_energy_ha": -234.561562, "homo_ev": -8.673, "largest_force_ev_per_a": 1.8, "relative_energy_kj_mol": 107.51}

***

Record 2
{"formula": "C6H10", "method": "the ωB97M-V functional and the def2-TZVPD basis", "species": ["C", "C", "C", "C", "C", "C", "H", "H", "H", "H", "H", "H", "H", "H", "H", "H"], "coordinates": [[0.409, -0.996, 0.335], [-1.742, -0.585, -0.538], [1.600, -1.255, -0.489], [1.523, -0.032, 0.396], [-2.518, 0.473, 0.096], [1.446, 1.353, -0.198], [-2.225, -1.560, -0.604], [2.255, -2.066, -0.204], [1.515, -1.128, -1.559], [2.107, -0.075, 1.313], [-1.901, 1.324, 0.375], [-3.135, 0.155, 0.941], [-3.207, 0.799, -0.693], [0.721, 1.374, -1.009], [2.422, 1.644, -0.585], [1.153, 2.080, 0.559]], "gap_ev": [7.717, 7.954], "lumo_ha": [-0.0044, -0.0052], "total_energy_ha": -234.325805, "homo_ev": [-7.837, -8.097], "largest_force_ev_per_a": 3.3, "relative_energy_kj_mol": 726.49}